Density functional theory data (the ωB97M-V functional and the def2-TZVPD basis) for C19H24Cl2MoN2 as an isolated structure at a distorted geometry.

```
48
Properties=species:S:1:pos:R:3:mulliken_charge:R:1
Mo 3.8564 5.8326 12.0851 -0.56
C 5.1770 2.5624 11.9104 -2.50
C 5.5028 3.9957 12.0874 1.18
C 6.5042 4.5869 11.2005 0.92
C 7.0925 3.7632 10.1163 -1.76
C 6.8831 5.9591 11.3832 1.37
C 7.9958 6.5434 10.6001 -1.92
C 6.2071 6.7292 12.3992 1.31
C 6.3607 8.2137 12.3924 -1.52
C 5.5747 6.0457 13.4963 -0.03
C 5.5535 6.7400 14.8124 -1.92
C 5.1627 4.6611 13.3245 0.79
C 4.9486 3.8028 14.5533 -1.53
H 6.0093 1.9862 12.3892 0.58
H 5.0465 2.2691 10.8544 0.55
H 4.2594 2.3074 12.5308 0.48
H 6.5805 3.9350 9.1303 0.34
H 7.0762 2.7045 10.3458 0.53
H 8.1343 4.0590 9.9790 0.41
H 8.9282 5.9132 10.6251 0.49
H 8.3325 7.5536 10.9419 0.44
H 7.6598 6.7137 9.5167 0.43
H 6.5796 8.5349 11.3243 0.56
H 7.1904 8.5709 13.0489 0.39
H 5.4413 8.7458 12.7313 0.24
H 4.9279 6.2410 15.5552 0.57
H 5.0860 7.6994 14.6860 0.51
H 6.5300 6.8070 15.3035 0.33
H 5.1732 2.7733 14.2391 0.48
H 3.9308 3.9249 14.9191 0.33
H 5.6522 4.1279 15.3720 0.41
Cl 2.4134 4.8673 10.3050 0.12
C 2.7010 6.3978 9.3915 -0.18
Cl 3.2413 7.7322 10.5551 0.12
H 1.7201 6.7745 9.0389 0.47
H 3.4521 6.2253 8.6291 0.41
N 1.8789 9.7315 16.6526 -0.20
C 1.8606 8.8205 15.9082 -0.48
C 1.7833 7.6475 15.1326 0.38
C 1.0066 6.5787 15.5810 -0.07
C 0.7712 5.4835 14.7775 -0.89
C 1.3920 5.4066 13.5350 -0.10
N 2.3158 6.3991 13.1478 0.19
C 2.4962 7.4981 13.9380 0.04
H 0.5066 6.6933 16.5575 0.60
H 0.1549 4.6441 15.0686 0.53
H 1.1379 4.7003 12.8019 0.50
H 3.2243 8.2806 13.6488 0.68
```

lowest unoccupied orbital energy (alpha / beta)	-17.28 / -16.52	eV
spin multiplicity	3
charge	+4

***

Density functional theory data (the ωB97M-V functional and the def2-TZVPD basis) for C19H24Cl3IN5O2SSiTa as an isolated structure.

```
57
Properties=species:S:1:pos:R:3:mulliken_charge:R:1
Ta 0.1126 -0.0422 -0.3882 1.56
C 4.5441 -0.8608 0.5978 -1.20
C 3.5810 -1.7701 1.3019 0.46
N 4.0748 -2.7970 1.9738 -0.54
C 3.2620 -3.6192 2.6427 -0.96
C 1.8869 -3.4732 2.6908 0.64
C 1.0330 -4.4482 3.4727 -0.84
O 0.2163 -3.7920 4.4306 -0.53
C 1.3378 -2.3985 1.9721 0.43
C -0.0797 -2.1047 2.0848 -0.58
N -0.7176 -1.2510 1.3629 0.41
C -2.0691 -0.9901 1.7708 -0.16
C -3.0235 -1.9832 1.9071 0.14
C -4.3018 -1.6506 2.3384 -1.00
C -4.6300 -0.3360 2.6385 -0.54
C -3.6836 0.6781 2.5046 -0.64
C -2.4276 0.3223 2.0680 0.60
I -0.9046 1.7612 1.8052 0.14
C 2.1971 -1.5574 1.2764 0.14
O 1.6916 -0.5181 0.5366 -0.93
H 5.3546 -1.4526 0.1783 0.41
H 4.0719 -0.2801 -0.1911 0.23
H 4.9855 -0.1676 1.3161 0.31
H 3.7418 -4.4385 3.1655 0.40
H 0.3580 -4.9808 2.7989 0.28
H 1.6767 -5.1988 3.9325 0.47
H 0.6850 -3.7178 5.2680 0.32
H -0.6177 -2.5940 2.8938 1.04
H -2.7695 -3.0071 1.6644 0.41
H -5.0467 -2.4276 2.4387 0.43
H -5.6260 -0.0871 2.9774 0.43
H -3.9340 1.7030 2.7394 0.46
C -1.5174 3.3529 -3.6427 -1.71
C -0.1699 3.8211 -3.1011 1.18
C -0.3490 5.0087 -2.1562 -1.60
C 0.7618 4.1839 -4.2493 -1.69
N 0.5224 2.6790 -2.4202 -0.23
N -0.2705 2.1223 -1.3493 -0.27
H -1.9163 4.1146 -4.3110 0.47
H -2.2713 3.2235 -2.8579 0.43
H -1.4155 2.4298 -4.2128 0.36
H -0.8350 5.8363 -2.6722 0.43
H 0.6153 5.3693 -1.7914 0.38
H -0.9847 4.7659 -1.2977 0.38
H 0.3575 5.0309 -4.8026 0.45
H 0.8741 3.3419 -4.9316 0.37
H 1.7485 4.4711 -3.8797 0.43
H 1.3781 3.0261 -1.9991 0.34
H -1.1817 1.9645 -1.7843 0.33
H -0.4389 2.8309 -0.6362 0.18
S 1.6964 -0.1511 -2.1948 -0.18
C 0.6833 0.0500 -3.5444 0.41
N -0.0369 0.1074 -4.4408 -0.43
Cl -1.0070 -3.9828 -0.3837 -0.12
Si 0.0365 -2.5141 -1.2518 0.81
Cl -2.0396 -0.4428 -1.2870 -0.35
Cl 0.7805 -3.1596 -2.9717 -0.15
```

lowest unoccupied orbital energy	-7.87	eV
charge	+2

***

Density functional theory data (the ωB97M-V functional and the def2-TZVPD basis) for a 8-piece molecular cluster, C19H24F3N5O9 overall at a distorted geometry.

```
60
Properties=species:S:1:pos:R:3:mulliken_charge:R:1
O -9.5169 1.9968 -2.3717 -0.56
C -8.9882 1.2518 -1.5572 0.66
O -8.7817 1.5177 -0.2497 -0.31
C -7.8994 0.5230 0.2682 -0.37
C -7.9521 -0.5089 -0.8757 0.34
F -8.9158 -1.4792 -0.6369 -0.30
O -8.3141 0.2129 -1.9787 -0.28
H -6.8988 0.9460 0.3577 0.28
H -8.2456 0.2431 1.2631 0.28
H -6.9718 -0.9552 -1.0428 0.26
O -1.8840 -0.0329 -0.2292 -0.60
C -1.0297 -0.4060 0.6460 0.71
O 0.3127 -0.3795 0.5311 -0.31
C 0.9378 -0.5465 1.8298 -0.32
C -0.1824 -0.6800 2.7632 0.25
F -0.5334 0.4414 3.3639 -0.26
O -1.2991 -0.9249 1.8288 -0.31
H 1.4555 -1.4992 1.9420 0.28
H 1.6133 0.2773 2.0603 0.28
H 0.0713 -1.3478 3.5865 0.28
O 5.8189 -3.3941 -0.3884 -0.56
C 5.4950 -3.4665 -1.5663 0.73
O 6.2420 -3.3528 -2.6487 -0.34
C 5.6206 -3.6969 -3.8550 -0.28
C 4.2346 -3.5032 -3.3743 0.26
F 3.3688 -4.3142 -3.9471 -0.28
O 4.2462 -3.6090 -2.0171 -0.29
H 5.9276 -3.0121 -4.6455 0.23
H 5.8606 -4.7397 -4.0626 0.28
H 3.8626 -2.4988 -3.5768 0.27
C -1.8161 5.0920 4.2983 -0.70
C -3.1807 4.4715 4.2211 0.26
N -4.2156 4.0117 4.1548 -0.33
H -1.2662 4.8950 5.2185 0.27
H -1.9449 6.1669 4.1710 0.27
H -1.2640 4.6872 3.4501 0.24
C 5.8722 5.8980 0.5479 -0.72
C 4.7822 5.3467 1.3446 0.26
N 3.9776 4.8943 2.0112 -0.31
H 6.5194 5.0640 0.2766 0.25
H 6.5288 6.5387 1.1366 0.27
H 5.4872 6.3712 -0.3553 0.25
C -0.8613 3.2572 -5.0585 -0.69
C -0.1093 2.0331 -5.1907 0.32
N 0.4427 0.9953 -5.3406 -0.38
H -1.4661 3.5436 -5.9188 0.27
H -0.1426 4.0489 -4.8467 0.24
H -1.4851 3.1452 -4.1717 0.24
C -2.6144 -4.8933 -2.5165 -0.70
C -2.4444 -6.1172 -3.3206 0.32
N -2.3898 -7.1285 -3.9616 -0.38
H -3.6703 -4.6630 -2.3743 0.26
H -2.2376 -4.0347 -3.0724 0.26
H -2.2521 -5.0900 -1.5075 0.25
C 5.5815 -2.1470 5.4994 -0.64
C 4.9655 -1.4993 6.6896 0.31
N 4.4422 -0.9350 7.5877 -0.37
H 5.5883 -3.2275 5.6435 0.25
H 6.6094 -1.8431 5.3013 0.26
H 4.9091 -1.9446 4.6658 0.18
```

lowest unoccupied orbital energy	-0.06	eV
SMILES	O=C1OC[C@@H](F)O1.O=C1OC[C@@H](F)O1.O=C1OC[C@@H](F)O1.CC#N.CC#N.CC#N.CC#N.CC#N

***

Density functional theory data (the ωB97M-V functional and the def2-TZVPD basis) for one molecule with the formula C19H24N2O4.

```
49
Properties=species:S:1:pos:R:3:mulliken_charge:R:1
C 2.8815 2.9050 0.9371 -0.60
O 4.0389 2.1818 0.5767 -0.49
C 3.9645 0.8982 0.1337 0.40
C 5.1207 0.4499 -0.5084 -0.65
C 5.1950 -0.8226 -1.0283 -0.79
C 4.1009 -1.6644 -0.9436 -1.14
C 2.9441 -1.2574 -0.2964 1.30
C 1.7818 -2.2159 -0.2213 -1.58
N 0.5009 -1.5956 -0.4880 0.18
C 0.3518 -1.0229 -1.7999 -0.96
C -0.4971 -1.7551 0.4123 0.66
O -0.3745 -2.4853 1.3912 -0.72
C -1.7779 -1.0610 0.1847 -0.31
N -2.9213 -1.7676 0.4726 0.08
C -4.0064 -0.9947 0.3179 -0.35
C -5.3791 -1.5049 0.5370 -1.33
C -3.5733 0.2752 -0.0752 0.12
C -4.5156 1.3485 -0.3703 0.93
C -3.9808 2.6143 -1.0008 -1.34
O -5.7064 1.2293 -0.1452 -0.65
C -2.1443 0.2300 -0.1353 1.47
C -1.1930 1.3580 -0.3505 -0.95
C 2.8794 0.0200 0.2728 0.41
O 1.7306 0.4272 0.9419 0.07
C 1.6541 0.0028 2.2905 -1.20
H 2.0818 2.7784 0.2047 0.21
H 3.1951 3.9493 0.9587 0.34
H 2.5131 2.6237 1.9263 0.19
H 5.9482 1.1374 -0.5808 0.47
H 6.0979 -1.1532 -1.5179 0.38
H 4.1450 -2.6531 -1.3753 0.41
H 1.7114 -2.6652 0.7753 0.45
H 1.9496 -3.0265 -0.9423 0.47
H -0.6945 -0.8045 -1.9940 0.46
H 0.7107 -1.7388 -2.5456 0.35
H 0.9391 -0.1073 -1.8970 0.19
H -2.9061 -2.7218 0.7986 0.26
H -6.0165 -1.2419 -0.3047 0.35
H -5.3708 -2.5846 0.6734 0.37
H -5.8157 -1.0342 1.4170 0.26
H -3.4123 3.1805 -0.2671 0.28
H -3.3352 2.3852 -1.8433 0.36
H -4.8197 3.2207 -1.3342 0.39
H -1.4878 2.2160 0.2498 0.50
H -0.1955 1.0575 -0.0436 -0.65
H -1.1615 1.6720 -1.3938 0.34
H 0.7783 0.4978 2.7074 0.26
H 2.5488 0.2981 2.8498 0.41
H 1.5220 -1.0780 2.3732 0.39
```

lowest unoccupied orbital energy	0.62	eV
SMILES	COc1cccc(CN(C)C(=O)c2[nH]c(C)c(C(C)=O)c2C)c1OC